[1]
{"formula": "C22H44BNO29S7", "method": "the ωB97M-V functional and the def2-TZVPD basis", "smiles": "C=CB(CC)CC(=O)N(C)C.O=S1(=O)OCCO1.O=S1(=O)OCCO1.O=S1(=O)OCCO1.O=S1(=O)OCCO1.O=S1(=O)OCCO1.O=S1(=O)OCCO1.O=S1(=O)OCCO1", "elements": ["C", "C", "B", "C", "C", "C", "C", "O", "N", "C", "C", "H", "H", "H", "H", "H", "H", "H", "H", "H", "H", "H", "H", "H", "H", "H", "H", "C", "C", "O", "S", "O", "O", "O", "H", "H", "H", "H", "C", "C", "O", "S", "O", "O", "O", "H", "H", "H", "H", "C", "C", "O", "S", "O", "O", "O", "H", "H", "H", "H", "C", "C", "O", "S", "O", "O", "O", "H", "H", "H", "H", "C", "C", "O", "S", "O", "O", "O", "H", "H", "H", "H", "C", "C", "O", "S", "O", "O", "O", "H", "H", "H", "H", "C", "C", "O", "S", "O", "O", "O", "H", "H", "H", "H"], "positions_angstrom": [[1.4598, 1.3483, 0.2174], [0.9610, 0.1821, -0.1982], [0.9734, -0.3640, -1.6639], [0.0573, 0.2653, -2.7621], [-1.0656, -0.7283, -3.1996], [1.9361, -1.5902, -1.9959], [2.3159, -2.3497, -0.7572], [3.3116, -2.0313, -0.1304], [1.5050, -3.3881, -0.3041], [0.2461, -3.6085, -1.0143], [1.2849, -3.3719, 1.1476], [1.4031, 1.6453, 1.2634], [1.9596, 2.0437, -0.4538], [0.5341, -0.4654, 0.5755], [-0.4198, 1.1611, -2.3538], [0.6230, 0.5556, -3.6556], [-1.3578, -0.4649, -4.2135], [-1.9481, -0.6153, -2.5653], [-0.7187, -1.7642, -3.1869], [1.5107, -2.2166, -2.7852], [2.8641, -1.1624, -2.3967], [-0.2706, -4.4476, -0.5444], [-0.4296, -2.7413, -0.9600], [0.4260, -3.8549, -2.0599], [0.4583, -2.7006, 1.4139], [1.0177, -4.3785, 1.4812], [2.1985, -3.0812, 1.6598], [-0.9490, 3.8551, -6.0275], [-1.7498, 3.6116, -7.2921], [-1.2504, 2.3479, -7.7848], [-0.8448, 1.4254, -6.5556], [-1.9128, 0.5262, -6.2692], [0.4658, 0.9285, -6.7719], [-0.8405, 2.5402, -5.4370], [0.0594, 4.2260, -6.2035], [-1.4549, 4.5117, -5.3243], [-1.5938, 4.3731, -8.0502], [-2.8161, 3.5036, -7.0858], [3.7258, 4.9017, -2.6364], [2.2821, 4.5153, -2.3802], [1.5399, 5.5140, -3.0985], [2.3216, 5.9351, -4.4165], [1.8003, 5.1825, -5.5049], [2.3992, 7.3476, -4.4805], [3.7331, 5.3160, -4.0140], [4.0418, 5.7412, -2.0158], [4.4162, 4.0714, -2.5183], [1.9993, 4.5540, -1.3323], [2.0399, 3.5342, -2.7921], [-4.5360, -0.9652, -6.8238], [-4.5592, -2.4538, -7.1025], [-5.5758, -2.9503, -6.2178], [-6.7369, -1.8655, -6.0581], [-7.8045, -2.1633, -6.9442], [-6.9755, -1.6764, -4.6727], [-5.9256, -0.6281, -6.6508], [-3.9981, -0.7318, -5.9071], [-4.1258, -0.3820, -7.6420], [-3.6170, -2.9425, -6.8726], [-4.8501, -2.6731, -8.1315], [-2.4438, 3.6928, 0.4027], [-1.4491, 4.7549, 0.8277], [-0.5829, 4.8854, -0.3139], [-1.4135, 4.6530, -1.6595], [-1.8014, 5.8964, -2.2189], [-0.7188, 3.6887, -2.4376], [-2.6917, 3.9876, -0.9827], [-2.0245, 2.6875, 0.4769], [-3.3814, 3.7454, 0.9481], [-0.8562, 4.4653, 1.6903], [-1.9321, 5.7156, 1.0115], [3.7495, -0.2395, 2.3398], [4.8534, 0.2342, 3.2613], [4.2458, 1.3195, 3.9920], [2.6995, 1.0216, 4.2182], [2.4894, 0.4660, 5.5098], [1.9593, 2.1588, 3.8006], [2.5611, -0.1492, 3.1549], [3.6226, 0.4154, 1.4782], [3.8733, -1.2599, 1.9910], [5.7223, 0.6097, 2.7298], [5.1575, -0.5394, 3.9684], [2.4190, -2.1635, 8.0798], [1.7308, -2.6481, 6.8226], [2.3915, -3.8991, 6.5320], [2.7811, -4.6265, 7.8895], [1.7832, -5.5776, 8.2410], [4.1449, -5.0102, 7.8190], [2.6124, -3.3653, 8.8499], [3.3914, -1.7166, 7.8687], [1.8125, -1.4681, 8.6524], [1.8539, -1.9639, 5.9885], [0.6754, -2.8518, 6.9838], [-2.2960, -4.4429, 9.5492], [-2.4683, -5.4831, 8.4598], [-3.0873, -4.7491, 7.3863], [-2.5402, -3.2554, 7.3660], [-1.4600, -3.1554, 6.4481], [-3.6403, -2.3658, 7.2995], [-1.9112, -3.2580, 8.8327], [-3.2304, -4.2460, 10.0768], [-1.5126, -4.6959, 10.2577], [-3.1228, -6.2999, 8.7484], [-1.5091, -5.8739, 8.1163]], "forces_ev_per_a": [[-0.208, -0.084, 0.131], [0.007, 0.131, 0.037], [0.271, -0.010, 0.050], [-0.328, -0.024, 0.244], [0.309, 0.463, -0.060], [-0.211, -0.315, -0.248], [0.449, -0.317, 0.008], [0.041, 0.147, 0.200], [-0.705, 0.947, -0.008], [-0.013, -0.132, 0.063], [0.234, -0.676, 0.079], [0.113, -0.019, -0.126], [-0.150, -0.047, -0.040], [0.040, 0.078, -0.029], [0.118, 0.044, -0.303], [0.082, -0.064, 0.093], [-0.162, -0.233, 0.024], [0.127, -0.206, 0.036], [-0.167, 0.032, -0.048], [0.066, 0.094, 0.051], [-0.112, 0.070, 0.075], [0.089, 0.031, -0.098], [0.058, -0.054, -0.012], [-0.048, -0.026, 0.093], [0.126, 0.039, -0.014], [0.014, 0.110, -0.036], [-0.103, 0.061, -0.076], [0.179, 0.187, -0.025], [-0.149, 0.021, 0.101], [0.129, 0.201, 0.068], [-0.007, 0.104, 0.003], [0.051, -0.132, -0.053], [-0.025, -0.134, -0.025], [-0.175, -0.042, 0.014], [-0.180, -0.021, -0.160], [-0.033, -0.132, 0.099], [0.096, -0.108, -0.078], [0.017, 0.015, 0.012], [0.012, 0.066, 0.172], [0.043, -0.232, -0.091], [0.119, 0.270, 0.214], [-0.175, -0.219, 0.122], [0.270, 0.186, -0.184], [-0.041, -0.017, -0.035], [-0.016, -0.075, -0.019], [-0.020, 0.002, 0.006], [0.021, -0.005, -0.130], [-0.072, 0.120, -0.018], [-0.009, -0.001, 0.002], [0.139, -0.042, 0.183], [-0.004, 0.036, -0.262], [0.062, 0.047, 0.120], [0.075, 0.016, -0.026], [-0.037, 0.043, 0.020], [-0.037, -0.049, 0.012], [-0.049, -0.074, -0.130], [0.006, 0.002, -0.007], [-0.118, 0.062, -0.013], [-0.061, -0.057, 0.127], [0.008, 0.021, 0.001], [0.146, -0.214, 0.105], [-0.149, 0.141, 0.090], [0.040, -0.140, -0.068], [-0.046, -0.032, 0.197], [-0.016, -0.045, -0.120], [0.034, 0.054, -0.063], [-0.040, 0.131, 0.011], [0.025, 0.036, 0.014], [-0.064, 0.051, -0.120], [0.121, -0.031, -0.085], [-0.019, -0.014, 0.004], [0.211, 0.115, -0.249], [-0.012, -0.264, 0.094], [-0.065, 0.079, -0.074], [0.118, -0.139, -0.123], [-0.067, -0.003, 0.092], [-0.033, 0.088, 0.047], [0.016, -0.087, 0.133], [0.031, -0.042, -0.002], [-0.139, -0.013, 0.050], [-0.044, 0.145, 0.032], [-0.009, 0.009, 0.001], [0.155, 0.129, -0.159], [-0.292, 0.120, 0.060], [0.228, 0.080, 0.022], [-0.070, 0.066, -0.017], [-0.001, -0.028, 0.049], [-0.021, -0.071, -0.030], [-0.089, -0.013, 0.016], [0.000, -0.022, -0.006], [-0.034, -0.105, 0.092], [0.128, -0.133, -0.081], [-0.025, 0.057, 0.018], [-0.162, -0.089, 0.099], [0.259, -0.106, 0.011], [-0.159, 0.081, 0.119], [0.110, -0.200, 0.160], [-0.059, 0.165, -0.154], [0.001, -0.017, -0.094], [0.039, 0.004, -0.024], [-0.002, -0.011, -0.014], [0.088, 0.089, -0.067], [-0.104, 0.053, -0.092], [0.010, 0.024, 0.023]]}

[2]
{"formula": "C3H11O3S2", "method": "the ωB97M-V functional and the def2-TZVPD basis", "relative_energy_kj_mol": 90.51, "charge": -1, "elements": ["C", "C", "O", "C", "S", "S", "H", "H", "H", "H", "H", "H", "H", "H", "H", "O", "H", "H", "O"], "positions_angstrom": [[-0.0983, -2.6221, 1.1629], [0.6078, -1.9756, 2.3261], [0.4287, -2.7449, 3.5467], [0.1508, -1.8241, -0.1372], [-0.5757, -0.1354, -0.1007], [0.6317, 0.9402, -1.2935], [-1.1593, -2.7267, 1.3296], [0.3982, -3.5483, 0.8776], [1.6892, -1.9744, 2.2428], [0.2343, -0.9627, 2.4558], [-0.1246, -2.3295, -1.0125], [1.2156, -1.5803, -0.1902], [-0.0107, 2.9524, -4.2865], [-0.2653, 2.0863, -3.0462], [-0.4331, -2.5394, 3.9180], [-0.6437, 2.8199, -3.5800], [-0.1247, 3.2410, -0.7063], [0.0576, 3.5446, 0.7074], [-0.6312, 3.5881, 0.0328]], "forces_ev_per_a": [[1.115, 0.592, -1.698], [-0.410, -0.632, 1.047], [-0.101, 0.149, -0.024], [0.723, 1.937, 1.689], [-1.046, -0.657, 0.608], [1.001, 0.302, -0.744], [-0.343, -0.295, 0.242], [-0.399, -0.638, 0.698], [0.100, 0.226, -0.561], [0.163, 0.146, 0.030], [-0.537, -0.865, -1.205], [0.092, -0.337, -0.161], [0.125, 0.006, -0.114], [-0.202, 0.027, 0.207], [-0.042, 0.017, -0.095], [-0.028, -0.028, -0.071], [-0.210, -0.576, -0.621], [-0.296, -0.037, 0.201], [0.295, 0.661, 0.571]]}

[3]
{"formula": "C4H10NO3", "method": "the ωB97M-V functional and the def2-TZVPD basis", "relative_energy_kj_mol": 252.86, "charge": -1, "elements": ["O", "C", "N", "C", "C", "C", "O", "H", "H", "H", "H", "H", "H", "H", "H", "H", "H", "O"], "positions_angstrom": [[-1.8592, 3.2260, -0.0120], [-0.8031, 2.5883, -0.0958], [-0.8490, 1.3844, -0.7025], [0.2668, 0.4676, -0.5759], [0.7934, -0.0071, 0.8210], [1.3944, -1.4474, 0.6389], [0.4557, -2.3224, 0.1299], [0.1308, 2.9437, 0.3188], [-1.6696, 0.9839, -1.1570], [1.1918, 0.9936, -0.9322], [0.1727, -0.3518, -1.2607], [1.4993, 0.5788, 1.3928], [-0.0449, 0.0021, 1.5398], [2.2388, -1.2808, -0.1127], [1.6925, -1.9101, 1.6343], [-0.6271, -2.0100, -0.4844], [-2.2785, -1.8631, -0.1858], [-1.7048, -1.9757, -0.9565]], "forces_ev_per_a": [[1.104, 0.769, 0.303], [-3.772, -0.660, -0.890], [1.664, -0.869, 0.499], [3.299, 1.327, 0.281], [-1.671, -1.351, 0.517], [-1.371, -0.107, -0.302], [0.430, 0.044, -0.126], [0.591, -0.170, 0.054], [0.032, 0.620, 0.667], [-0.646, -0.056, -0.343], [-0.494, -0.494, 0.095], [0.674, 0.946, -0.677], [-0.146, -0.631, -0.306], [-0.103, -0.380, 1.017], [0.576, 1.030, -0.859], [-0.823, -0.424, -0.016], [0.204, -0.096, -0.238], [0.450, 0.503, 0.323]]}

Table of gap between HOMO and LUMO (eV), in record order: 9.727 5.939 7.713
Table of HOMO (hartree), in record order: -0.3561 -0.1004 -0.1467